{
  "formula": "C23H15BF5IrNO6Se",
  "method": "ωB97M-V/def2-TZVPD",
  "spin_multiplicity": 2,
  "orbital_gap_ev": [6.989, 4.229],
  "lumo_ev": [-1.58, -4.34],
  "energy_ev": -120317.45760,
  "relative_energy_kcal_mol": 33.2,
  "homo_ev": [-8.6, -8.6],
  "elements": ["Ir", "O", "C", "O", "C", "C", "C", "N", "C", "C", "C", "O", "O", "H", "H", "H", "C", "C", "C", "C", "C", "C", "C", "C", "O", "B", "O", "C", "C", "H", "H", "H", "H", "H", "H", "H", "H", "H", "H", "H", "H", "F", "C", "C", "F", "C", "F", "C", "Se", "C", "F", "C", "F"],
  "xyz": [[-0.3070, -2.7859, 0.1774], [6.3098, -2.6729, 1.6629], [6.0457, -2.7222, 0.4796], [6.5230, -2.6653, -0.6299], [4.3821, -2.9555, 0.3389], [3.8438, -3.0434, -0.9286], [2.4758, -3.2225, -1.0172], [1.7018, -3.3077, 0.0679], [2.2590, -3.2293, 1.2792], [3.6143, -3.0426, 1.4762], [1.2943, -3.3054, 2.4329], [1.6885, -3.5084, 3.5477], [0.0388, -3.1122, 2.0674], [4.4592, -2.9772, -1.8110], [1.9822, -3.3056, -1.9757], [4.0047, -2.9753, 2.4795], [-0.4592, 5.3230, -1.4688], [0.3707, 5.0485, -0.2055], [-0.4755, 5.3704, 1.0342], [1.5784, 5.9860, -0.2214], [0.7743, 3.5741, -0.1765], [2.1034, 3.1677, -0.0859], [2.4829, 1.8218, -0.1101], [1.4766, 0.8979, -0.1985], [1.5513, -0.4832, -0.2215], [0.2225, -0.9208, -0.2808], [-0.6484, 0.1595, -0.3318], [0.1505, 1.2817, -0.2670], [-0.2299, 2.5978, -0.2682], [-0.6898, 6.3880, -1.5417], [-1.4036, 4.7777, -1.4597], [0.0934, 5.0312, -2.3642], [-0.7535, 6.4269, 1.0351], [0.0851, 5.1640, 1.9482], [-1.3919, 4.7786, 1.0579], [1.2296, 7.0174, -0.2947], [2.2275, 5.7920, -1.0777], [2.1685, 5.9003, 0.6933], [2.8852, 3.9077, 0.0031], [3.5225, 1.5245, -0.0691], [-1.2782, 2.8561, -0.3417], [-8.0177, -4.8069, -0.4476], [-6.7966, -4.2840, -0.4070], [-6.6280, -2.9472, -0.0947], [-7.6927, -2.1876, 0.1569], [-5.3560, -2.4040, -0.0496], [-5.2410, -1.1134, 0.2411], [-4.2369, -3.1877, -0.3137], [-2.5565, -2.3475, -0.3392], [-4.4306, -4.5270, -0.6257], [-3.3898, -5.3115, -0.8991], [-5.6967, -5.0771, -0.6749], [-5.8658, -6.3637, -0.9806]]
}